14
Properties=species:S:1:pos:R:3:forces:R:3 method="wB97M-V/def2-TZVPD" largest_force_ev_per_a=2.6 e_tot_ev=-8367.6885 e_above_lowest_kcal_mol=129.0
C 1.3964 0.5190 0.0353 0.9 0.3 0.8
C 0.8140 -0.8611 0.3634 -0.3 0.3 -2.6
O -0.2920 -1.4484 0.9728 0.2 0.6 1.2
C -1.2528 -0.4839 0.6394 -0.5 0.2 0.1
C -0.7006 -0.1295 -0.7052 -0.4 -1.0 -0.2
O -1.0265 1.0897 -1.2763 0.6 -0.3 0.2
H 0.9835 1.3765 0.5653 0.2 -0.1 0.3
H 2.4627 0.4432 0.1765 0.6 0.5 0.6
H 1.2860 0.7725 -1.0502 0.2 -0.3 0.8
H 1.5742 -1.6704 0.3562 -0.4 0.5 -0.9
H -1.1398 0.3391 1.3694 -0.4 0.3 -0.4
H -2.2722 -0.8682 0.6542 -0.1 -0.2 0.3
H -0.6375 -0.8588 -1.4849 -0.8 -0.5 -0.3
H -1.1954 1.7802 -0.6160 0.2 -0.4 0.0

***

14
Properties=species:S:1:pos:R:3:forces:R:3 method="wB97M-V/def2-TZVPD" smiles=CO[C@H]1C[C@H]1O largest_force_ev_per_a=1.3 e_tot_ev=-8369.9252 e_above_lowest_kcal_mol=77.4
C -0.9088 -0.2915 1.6768 -0.7 0.2 -0.6
O -0.9932 0.5416 0.4085 0.4 -0.4 0.9
C -0.5066 0.0435 -0.8287 0.4 -0.7 0.4
C 0.5533 0.8360 -1.5777 -0.1 0.1 0.0
C 0.9543 -0.3458 -0.7614 -0.4 -0.4 -0.2
O 1.4979 -0.1453 0.4946 0.4 0.0 0.0
H -1.7413 0.1210 2.2263 -0.4 -0.3 0.1
H -0.0424 -0.2221 2.3949 -0.3 0.5 -1.1
H -1.0144 -1.3629 1.4814 -0.2 0.3 -0.2
H -1.2012 -0.5584 -1.4216 0.0 0.2 0.4
H 0.8062 1.8301 -1.2215 0.0 -0.2 0.1
H 0.5982 0.7056 -2.6588 -0.3 0.1 0.3
H 1.2708 -1.2708 -1.2343 0.1 0.2 -0.1
H 0.7271 0.1189 1.0214 1.1 0.2 0.0

***

14
Properties=species:S:1:pos:R:3:forces:R:3 method="wB97M-V/def2-TZVPD" smiles=O[C@H]1CCOC1 largest_force_ev_per_a=0.4 e_tot_ev=-8372.1069 e_above_lowest_kcal_mol=27.1
O 0.9400 1.7626 0.4445 0.1 -0.1 0.2
C 0.0419 0.9755 -0.3132 -0.3 -0.1 -0.2
C 0.6913 -0.3337 -0.8188 0.1 0.0 0.0
C 0.0779 -1.4173 0.0927 0.1 -0.2 -0.1
O -0.5458 -0.7162 1.1597 0.0 0.0 0.1
C -1.0975 0.4423 0.5570 -0.1 0.2 0.0
H 1.1843 1.2335 1.2172 0.0 0.2 -0.1
H -0.3085 1.6181 -1.1248 0.0 -0.1 0.1
H 1.7763 -0.2542 -0.7044 -0.2 0.0 0.0
H 0.4789 -0.5216 -1.8754 0.0 0.0 0.2
H 0.8079 -2.1054 0.5262 -0.1 0.1 -0.1
H -0.6755 -2.0063 -0.4541 0.1 0.1 0.1
H -1.9805 0.1820 -0.0509 0.1 0.0 0.0
H -1.3906 1.1407 1.3443 0.0 -0.1 -0.1

***

14
Properties=species:S:1:pos:R:3:forces:R:3 method="wB97M-V/def2-TZVPD" smiles="C=CO.C=CO" largest_force_ev_per_a=5.3 e_tot_ev=-8368.9888 e_above_lowest_kcal_mol=99.0
C -0.6004 -3.5321 0.9996 1.3 -1.2 -0.6
C -1.0307 -2.3073 1.2271 -4.6 -0.6 -1.4
O -0.2153 -1.2395 1.1722 -0.1 0.8 0.4
H -1.2376 -4.4494 1.0156 0.7 1.1 0.0
H 0.4843 -3.5906 0.6481 -1.5 -0.4 0.8
H -2.2392 -2.0962 1.1967 3.2 -0.2 0.6
H 0.4011 -1.4567 1.8635 1.0 0.5 0.3
C 1.5370 2.2918 -1.0453 4.3 -0.9 -0.5
C 0.2922 2.5216 -1.0027 -4.8 2.1 -0.7
O -0.4737 3.0811 -2.0991 2.1 -0.9 1.3
H 2.0069 1.4939 -0.4758 -0.2 0.7 0.8
H 2.2153 2.9050 -1.6023 0.1 -0.4 -1.4
H -0.1922 2.5118 -0.0432 -1.2 -1.2 0.0
H -0.9475 3.8664 -1.8544 -0.4 0.5 0.5

***

14
Properties=species:S:1:pos:R:3:forces:R:3 method="wB97M-V/def2-TZVPD" smiles="CC(C)OC=O" largest_force_ev_per_a=0.5 e_tot_ev=-8372.7613 e_above_lowest_kcal_mol=12.0
C 0.6523 -0.4020 1.4581 0.0 0.0 0.1
C 0.1876 -0.2152 0.0257 0.2 -0.1 0.0
C 1.0595 0.7516 -0.7844 0.0 0.0 0.0
O -1.1629 0.3106 0.1097 -0.1 0.0 -0.1
C -2.0740 -0.1875 -0.7278 0.0 -0.2 -0.3
O -1.8972 -1.0346 -1.5647 0.0 0.3 0.3
H 1.6548 -0.8399 1.4591 -0.1 0.0 0.0
H 0.6903 0.5530 1.9914 0.0 -0.1 -0.1
H -0.0211 -1.0694 2.0042 0.1 0.1 -0.1
H 0.1233 -1.1822 -0.4779 0.0 0.1 0.1
H 0.5686 1.7282 -0.8383 0.1 -0.1 0.1
H 1.2204 0.3978 -1.8067 -0.1 0.0 0.1
H 2.0381 0.8846 -0.3092 -0.2 0.0 -0.1
H -3.0397 0.3048 -0.5392 0.1 -0.1 0.0

***

14
Properties=species:S:1:pos:R:3:forces:R:3 method="wB97M-V/def2-TZVPD" smiles=C[C@H]1O[C@H]1CO largest_force_ev_per_a=0.9 e_tot_ev=-8371.1841 e_above_lowest_kcal_mol=48.4
C 1.5392 0.8960 0.1157 0.0 0.0 0.0
C 0.8262 -0.3601 0.5472 0.2 -0.1 -0.2
O -0.2238 -0.1581 1.4950 -0.3 0.1 0.0
C -0.5716 -0.6012 0.1716 0.0 -0.2 -0.4
C -1.3021 0.3970 -0.7515 0.2 -0.4 -0.1
O -1.6152 1.5561 -0.0227 -0.1 -0.1 0.2
H 0.8270 1.7257 0.0722 0.2 -0.1 0.0
H 1.9940 0.7665 -0.8718 0.0 0.0 0.1
H 2.3311 1.1536 0.8267 -0.1 -0.1 -0.1
H 1.4537 -1.2344 0.7338 -0.1 0.2 0.2
H -0.9757 -1.6104 0.2067 0.2 0.0 -0.3
H -2.2174 -0.0561 -1.1608 0.2 0.0 0.1
H -0.6441 0.6611 -1.5931 -0.2 -0.1 0.1
H -1.4449 1.2357 0.8731 -0.1 0.8 0.4

***

| no. | HOMO energy (eV) |
| --- | --- |
| 1 | -7.013 |
| 2 | -9.312 |
| 3 | -9.801 |
| 4 | -9.206 |
| 5 | -10.668 |
| 6 | -10.154 |